This record from the OMol25 dataset describes an isolated molecule of C5H8O. The level of theory is ωB97M-V/def2-TZVPD.

XYZ file:
```
14
Properties=species:S:1:pos:R:3:forces:R:3:lowdin_charge:R:1
C -1.83870 -1.25817 1.31598 -0.393 -0.181 -0.117 -0.046
C 0.08841 0.13502 -0.33999 -0.200 -0.019 0.098 -0.275
C 1.20112 0.15342 -1.35843 0.155 -0.116 -0.122 -0.115
C 0.68372 1.44610 -0.81374 0.006 0.245 -0.084 -0.116
C 0.28247 -0.26325 1.05436 0.849 0.408 -0.771 -0.128
O -0.68035 -0.78160 1.74184 -0.483 -0.209 0.987 -0.081
H -0.90784 -0.08646 -0.71162 0.171 0.042 -0.042 0.123
H -1.92551 -1.68978 0.33226 0.070 0.187 -0.125 0.058
H -2.52667 -1.50443 2.10474 0.125 -0.133 0.086 0.051
H 2.18521 -0.17369 -1.03353 -0.188 0.030 -0.010 0.103
H 0.94851 -0.12382 -2.37749 0.050 0.071 0.141 0.099
H 0.06111 2.07013 -1.44776 0.105 -0.116 0.068 0.100
H 1.30258 2.00275 -0.11432 -0.073 -0.175 -0.090 0.102
H 1.12594 0.07380 1.64769 -0.194 -0.032 -0.020 0.126
```
Positions in Å, forces in eV/Å.

Calculated values
Net charge: 0
HOMO level (spin up / spin down): -0.2665 / -0.2465 Ha
Energy relative to the best compared isomer or geometry (same formula, charge and spin): 4.532 eV
Energy: -270.3914 Ha

=====

This record from the OMol25 dataset describes a structure of composition C5H8O. The level of theory is ωB97M-V/def2-TZVPD.

XYZ file:
```
14
Properties=species:S:1:pos:R:3:forces:R:3:lowdin_charge:R:1
C -1.47845 -0.12392 0.69545 -0.299 -0.749 -0.293 -0.059
C -0.12430 -0.74192 0.49195 1.074 0.624 0.813 -0.276
C 0.67047 -0.52201 -0.74645 0.101 -0.071 -0.510 -0.136
C 0.53641 0.96289 -1.06332 0.028 0.132 -0.460 -0.137
O 0.97552 1.34394 0.25968 0.306 0.249 -0.153 -0.067
C 1.21134 -0.02139 0.55217 -0.974 -0.334 1.170 -0.217
H -1.84617 0.69801 0.06969 0.730 -0.059 0.140 0.071
H -1.67107 0.12308 1.75488 -0.230 -0.518 -0.552 0.091
H -1.93382 -1.03015 0.27255 -1.651 0.477 0.854 0.085
H -0.10973 -1.73063 0.95578 0.381 0.076 -0.437 0.139
H 0.99990 -1.29602 -1.42339 0.079 0.071 -0.025 0.130
H -0.46358 1.35164 -1.29336 0.272 -0.072 -0.053 0.110
H 1.26581 1.29749 -1.79883 -0.026 0.063 -0.098 0.121
H 1.96767 -0.31099 1.27321 0.209 0.110 -0.396 0.146
```
Positions in Å, forces in eV/Å.

Calculated values
Net charge: 0
HOMO level: -0.3251 Ha
Energy relative to the best compared isomer or geometry (same formula, charge and spin): 2.978 eV
Energy: -270.4484 Ha

=====

This record from the OMol25 dataset describes an isolated molecule of C5H8O. The level of theory is ωB97M-V/def2-TZVPD.

XYZ file:
```
14
Properties=species:S:1:pos:R:3:forces:R:3:lowdin_charge:R:1
C -1.90444 1.17703 -0.00409 -0.134 0.109 -0.010 -0.119
C -1.01630 -0.05858 0.02627 -0.039 0.011 -0.009 -0.263
C 0.35872 0.31966 0.50046 0.153 0.013 -0.043 -0.139
C 1.43245 0.08798 -0.21486 -0.068 -0.486 0.226 -0.020
C 2.27970 -0.79016 -0.68344 0.059 0.285 -0.089 -0.206
O 2.31451 -2.03006 -0.08876 0.314 -0.267 0.176 -0.017
H -1.93161 1.63475 0.99128 -0.094 -0.006 -0.163 0.072
H -2.92695 0.94384 -0.31050 0.084 0.044 0.031 0.069
H -1.48274 1.91096 -0.69893 -0.152 -0.061 0.089 0.078
H -0.94027 -0.52792 -0.96147 -0.029 0.121 0.182 0.115
H -1.42473 -0.81521 0.71237 0.016 0.177 -0.061 0.113
H 0.44039 0.77716 1.48693 -0.076 0.204 -0.131 0.112
H 3.00506 -0.69478 -1.47872 -0.105 0.132 0.003 0.108
H 1.79623 -1.93467 0.72345 0.069 -0.275 -0.202 0.098
```
Positions in Å, forces in eV/Å.

Calculated values
SMILES: CCC=C=CO
Net charge: 0
HOMO level: -0.3208 Ha
Energy relative to the best compared isomer or geometry (same formula, charge and spin): 2.365 eV
Energy: -270.4710 Ha

=====

This record from the OMol25 dataset describes a cluster of 2 separate species, C5H8O in total. The level of theory is ωB97M-V/def2-TZVPD.

XYZ file:
```
14
Properties=species:S:1:pos:R:3:forces:R:3:lowdin_charge:R:1
C 2.05637 0.09343 -0.58642 -0.101 -0.025 0.121 0.015
C 1.23280 -0.47886 0.29035 0.156 0.105 -0.120 -0.205
C 0.24192 0.26966 1.08256 -0.077 0.166 -0.024 -0.206
C -0.49161 1.28051 0.61058 0.110 -0.074 0.058 -0.026
H 2.03626 1.16913 -0.74305 0.050 -0.126 0.026 0.062
H 2.78018 -0.48140 -1.15631 -0.159 0.044 0.067 0.057
H 1.28341 -1.55370 0.45514 0.006 0.136 0.013 0.101
H 0.10291 -0.05319 2.11495 0.000 0.059 -0.141 0.101
H -0.41565 1.59085 -0.43045 0.039 -0.028 0.180 0.069
H -1.19615 1.81802 1.23972 0.122 -0.089 -0.064 0.061
C -1.91062 -0.89636 -0.72451 0.167 -0.175 -0.147 -0.183
O -1.12236 -1.53512 -1.37430 -0.430 0.219 0.233 -0.014
H -2.39905 0.01920 -1.11641 0.071 -0.142 -0.021 0.083
H -2.20073 -1.17551 0.30815 0.046 -0.070 -0.179 0.085
```
Positions in Å, forces in eV/Å.

Calculated values
SMILES: C=CC=C.C=O
Net charge: 0
HOMO level: -0.3414 Ha
Energy relative to the best compared isomer or geometry (same formula, charge and spin): 2.417 eV
Energy: -270.4691 Ha

=====

This record from the OMol25 dataset describes an isolated molecule of C5H8O. The level of theory is ωB97M-V/def2-TZVPD.

XYZ file:
```
14
Properties=species:S:1:pos:R:3:forces:R:3:lowdin_charge:R:1
C -0.98976 0.49492 2.98069 0.208 0.220 -0.339 0.111
C -0.41198 0.91909 2.01313 -0.258 -0.221 0.433 -0.154
C 0.19494 1.19354 0.70934 -0.017 0.017 -0.029 -0.180
C -0.08037 -0.04201 -0.14372 -0.079 -0.101 0.228 -0.270
O 0.30268 0.17945 -1.47449 0.086 0.095 0.013 -0.182
C 0.49625 -1.03975 -2.14680 0.067 -0.238 -0.232 -0.122
H -1.52075 0.11512 3.82385 0.120 0.133 -0.036 0.024
H 1.27436 1.36549 0.78715 -0.180 -0.025 0.044 0.123
H -0.24583 2.08146 0.24434 -0.001 -0.121 0.076 0.123
H 0.47684 -0.88836 0.28688 -0.061 0.079 -0.071 0.128
H -1.15222 -0.28961 -0.07946 0.164 0.008 -0.086 0.131
H 1.39204 -1.55689 -1.76942 -0.132 0.053 -0.061 0.090
H -0.36596 -1.71345 -2.02427 0.092 0.135 -0.059 0.091
H 0.62974 -0.81901 -3.20723 -0.008 -0.034 0.119 0.088
```
Positions in Å, forces in eV/Å.

Calculated values
SMILES: C#CCCOC
Net charge: 0
HOMO level: -0.3666 Ha
Energy relative to the best compared isomer or geometry (same formula, charge and spin): 2.605 eV
Energy: -270.4622 Ha

=====

This record from the OMol25 dataset describes an isolated molecule of C5H8O. The level of theory is ωB97M-V/def2-TZVPD.

XYZ file:
```
14
Properties=species:S:1:pos:R:3:forces:R:3:lowdin_charge:R:1
C 0.68094 -0.49481 -1.86246 -0.412 -0.124 -0.292 -0.027
C 1.19986 0.25608 0.36507 0.003 0.109 0.211 -0.154
C 0.35176 -0.15514 1.51265 -0.148 0.007 0.099 -0.052
C -0.94108 -0.08062 1.22417 0.154 0.010 0.098 -0.057
C -1.14894 0.44894 -0.15873 0.021 -0.106 0.021 -0.118
O 0.22206 0.53572 -0.69336 0.244 -0.138 -0.007 -0.299
H 0.17416 -0.04651 -2.72781 -0.175 -0.029 0.064 -0.015
H 0.05779 -1.34663 -1.52276 0.113 -0.035 -0.323 0.000
H 1.85513 -0.54716 0.00859 -0.260 0.235 -0.082 0.103
H 1.80414 1.15901 0.47730 -0.128 -0.011 0.256 0.135
H 0.78398 -0.55369 2.42019 -0.078 0.126 0.040 0.114
H -1.75602 -0.36232 1.87927 0.055 0.004 -0.107 0.111
H -1.62554 1.43962 -0.17186 0.366 -0.111 -0.092 0.133
H -1.71947 -0.21278 -0.82182 0.246 0.064 0.113 0.125
```
Positions in Å, forces in eV/Å.

Calculated values
Net charge: 0
HOMO level: -0.2611 Ha
Energy relative to the best compared isomer or geometry (same formula, charge and spin): 5.210 eV
Energy: -270.3664 Ha

=====

This record from the OMol25 dataset describes an isolated molecule of C5H8O. The level of theory is ωB97M-V/def2-TZVPD.

XYZ file:
```
14
Properties=species:S:1:pos:R:3:forces:R:3:lowdin_charge:R:1
C -0.93296 -0.11780 -0.65502 -0.043 0.045 0.045 -0.196
C 0.01847 1.06975 -0.43348 -0.033 0.040 0.008 -0.170
C 1.00686 0.75108 0.68868 0.148 0.083 -0.239 -0.166
O 0.43567 -0.09546 1.72132 -0.091 -0.336 0.062 -0.109
C -0.12821 -1.23749 1.42422 -0.036 0.299 -0.200 -0.035
C -0.31336 -1.39975 -0.07706 -0.045 -0.120 0.097 -0.228
H -1.18285 -0.23768 -1.71347 0.087 -0.002 0.155 0.109
H -1.87829 0.06371 -0.13223 0.104 -0.017 -0.056 0.111
H 0.59946 1.27833 -1.34059 -0.081 -0.046 0.156 0.115
H -0.54763 1.97741 -0.20228 0.087 -0.132 -0.002 0.110
H 1.36294 1.63667 1.21429 -0.067 -0.066 -0.085 0.123
H 1.87490 0.20762 0.30660 -0.068 0.090 -0.033 0.122
H 0.64266 -1.62866 -0.57697 -0.023 0.079 0.172 0.120
H -0.95764 -2.26772 -0.22401 0.062 0.084 -0.082 0.094
```
Positions in Å, forces in eV/Å.

Calculated values
Net charge: 0
HOMO level: -0.2948 Ha
Energy relative to the best compared isomer or geometry (same formula, charge and spin): 2.911 eV
Energy: -270.4509 Ha

=====

This record from the OMol25 dataset describes an isolated molecule of C5H8O. The level of theory is ωB97M-V/def2-TZVPD.

XYZ file:
```
14
Properties=species:S:1:pos:R:3:forces:R:3:lowdin_charge:R:1
C 1.24167 0.60947 1.19242 -0.094 0.167 -0.032 -0.038
C -0.04640 0.45213 0.39199 -0.150 0.358 0.021 -0.302
C -0.76853 -0.90218 0.26202 0.000 -0.053 0.000 -0.136
C -0.83983 -0.67134 -1.27484 0.020 -0.118 -0.344 -0.071
C -0.02924 0.62894 -1.09084 0.325 -0.075 -0.500 -0.415
O 0.41097 1.51788 -1.77185 -0.223 -0.686 -0.127 0.098
H 1.19880 0.20648 2.21211 -0.273 0.190 -0.218 0.076
H 2.03034 0.04375 0.67267 -0.229 0.109 0.091 0.089
H 1.58120 1.64562 1.23352 -0.095 -0.051 0.034 0.077
H -0.89942 1.18790 0.36265 0.606 0.073 1.738 0.179
H -0.17907 -1.77938 0.55159 0.028 0.261 -0.132 0.109
H -1.71019 -0.94122 0.82065 0.110 -0.050 -0.336 0.105
H -1.82102 -0.65191 -1.75355 0.197 0.104 -0.060 0.112
H -0.16929 -1.34616 -1.80854 -0.224 -0.229 -0.135 0.117
```
Positions in Å, forces in eV/Å.

Calculated values
SMILES: C[C@@H]1CCC1=O
Net charge: 0
HOMO level: -0.3366 Ha
Energy relative to the best compared isomer or geometry (same formula, charge and spin): 1.365 eV
Energy: -270.5077 Ha

=====

> Which of these has the lowest energy relative to the best compared isomer or geometry (same formula, charge and spin)?

number 8

=====

> What is the net charge in the second record?

0